Computed, not measured: a 3-piece molecular cluster, C40H75N3O6 overall at a distorted geometry, with ωB97M-V/def2-TZVPD.

Geometry (Å):
C1 4.1837 -1.9252 3.0005
C2 4.2427 -1.6359 1.5024
C3 3.4860 -0.3447 1.1430
C4 4.4439 0.8576 1.2203
C5 3.9590 2.1196 0.5050
C6 2.6426 2.6929 1.0665
C7 2.9663 3.6247 2.2536
C8 1.9859 4.7713 2.4549
C9 0.4981 4.3316 2.5580
C10 -0.2538 5.1675 3.6103
C11 -1.5950 5.7717 3.1815
C12 -2.5808 4.8535 2.4640
C13 -3.2727 3.8521 3.4003
C14 -2.3243 2.6957 3.7387
O1 -1.5810 2.5663 4.6901
O2 -2.4991 1.7714 2.7397
C15 -3.9446 1.5746 2.6294
O3 -4.0482 0.9213 1.3950
C16 -5.3460 0.4549 1.0901
C17 -5.2565 -0.3047 -0.2544
C18 -5.6547 0.5646 -1.4432
O4 -6.0685 -1.4731 -0.2501
C19 -4.2353 0.5677 3.7486
C20 -3.4240 -0.5220 3.8108
C21 -3.6680 -1.4473 4.7479
C22 -4.7161 -1.2649 5.5831
N1 -5.5106 -0.2292 5.5727
C23 -5.2390 0.6573 4.6348
C24 -4.4469 3.0282 2.8216
C25 -5.4017 3.7095 1.8348
C26 -4.8661 4.0719 0.4346
O5 -3.6357 3.4246 0.1059
C27 -3.0292 4.0142 -0.9836
C28 -3.0325 3.2429 -2.2793
O6 -2.4929 5.1108 -0.9081
H1 4.5777 -2.9251 3.1858
H2 3.1675 -1.9011 3.3869
H3 4.8099 -1.2249 3.5454
H4 5.2930 -1.5450 1.2285
H5 3.8324 -2.4599 0.9189
H6 2.6964 -0.1850 1.8751
H7 3.0228 -0.3905 0.1572
H8 5.3938 0.5242 0.8039
H9 4.6413 1.1208 2.2612
H10 4.7493 2.8602 0.6076
H11 3.8874 1.8972 -0.5620
H12 2.1468 3.2224 0.2517
H13 1.9892 1.8794 1.3691
H14 2.9311 3.0042 3.1520
H15 3.9564 4.0351 2.0892
H16 2.2518 5.3884 3.3098
H17 2.0431 5.4033 1.5642
H18 0.0735 4.3890 1.5591
H19 0.5121 3.2911 2.8837
H20 0.3900 6.0129 3.8495
H21 -0.3821 4.6228 4.5416
H22 -2.0966 6.1709 4.0684
H23 -1.4020 6.6321 2.5423
H24 -2.0736 4.3136 1.6694
H25 -3.3373 5.4893 2.0108
H26 -3.5937 4.4566 4.2446
H27 -6.0878 1.2448 0.9663
H28 -5.7468 -0.2589 1.8177
H29 -4.2143 -0.6269 -0.3141
H30 -5.6332 1.6013 -1.1290
H31 -4.9695 0.4192 -2.2705
H32 -6.6621 0.2779 -1.7279
H33 -5.6961 -2.0908 0.3906
H34 -2.6211 -0.6181 3.1001
H35 -3.0437 -2.3242 4.7937
H36 -4.9135 -2.0349 6.3189
H37 -5.8916 1.5205 4.5772
H38 -5.0925 2.9275 3.6993
H39 -6.3399 3.1770 1.7386
H40 -5.6719 4.6545 2.3049
H41 -4.7295 5.1498 0.3766
H42 -5.6190 3.8222 -0.3218
H43 -3.7101 2.3948 -2.2504
H44 -3.2660 3.9030 -3.1065
H45 -2.0334 2.8439 -2.4414
C29 -2.1012 -6.4158 -3.0565
C30 -1.8221 -4.9200 -3.0359
N2 -0.6409 -4.5703 -2.2702
C31 -0.5302 -3.1497 -1.9876
C32 -0.3512 -2.1869 -3.1679
C33 0.5876 -5.2283 -2.6696
C34 1.0560 -5.0639 -4.1193
H46 -2.1451 -6.8182 -2.0434
H47 -3.0621 -6.6049 -3.5370
H48 -1.3439 -6.9668 -3.6160
H49 -2.6829 -4.4266 -2.5776
H50 -1.7706 -4.5543 -4.0734
H51 0.2905 -2.9968 -1.2803
H52 -1.4317 -2.8530 -1.4438
H53 0.6523 -2.2389 -3.5887
H54 -0.4989 -1.1600 -2.8252
H55 -1.0732 -2.3712 -3.9641
H56 0.4814 -6.2991 -2.4713
H57 1.3893 -4.9082 -1.9979
H58 0.2526 -5.2203 -4.8407
H59 1.8302 -5.8037 -4.3365
H60 1.4945 -4.0827 -4.2961
C35 6.0244 -4.4630 -5.1980
C36 6.2213 -3.0374 -4.7028
N3 5.0435 -2.4902 -4.0579
C37 5.1066 -1.0526 -3.8532
C38 6.1812 -0.5037 -2.9070
C39 4.5179 -3.2601 -2.9462
C40 5.4488 -3.5526 -1.7657
H61 5.1442 -4.5349 -5.8387
H62 6.8926 -4.7746 -5.7804
H63 5.9136 -5.1714 -4.3755
H64 6.4558 -2.4129 -5.5690
H65 7.1075 -3.0078 -4.0496
H66 4.1268 -0.7041 -3.5138
H67 5.2491 -0.5873 -4.8341
H68 5.9430 -0.7009 -1.8618
H69 6.2453 0.5811 -3.0186
H70 7.1692 -0.9118 -3.1230
H71 4.1582 -4.2177 -3.3352
H72 3.6165 -2.7675 -2.5684
H73 6.4295 -3.9051 -2.0891
H74 5.0133 -4.3385 -1.1439
H75 5.5880 -2.6836 -1.1244

Results
SMILES: CCCCCCCCCCCC[C@@H]1C(=O)O[C@@](OC[C@H](C)O)(c2cccnc2)[C@@H]1CCOC(C)=O.CCN(CC)CC.CCN(CC)CC
DFT total energy: -2184.74717 hartree
lowest unoccupied orbital energy: 0.011 Ha
spin multiplicity: 1
HOMO level: -8.2 eV

Mulliken population analysis, charges in e, atoms 1 to 8:
1. C -1.488
2. C -0.388
3. C -0.400
4. C -0.768
5. C -1.063
6. C -0.245
7. C -0.871
8. C -1.180

***

Computed, not measured: a 4-piece molecular cluster, C40H77Cl2FN3O6S3 overall at a distorted geometry, with ωB97M-V/def2-TZVPD.

Geometry (Å):
C1 -0.2362 -0.7914 6.8271
C2 0.2845 -0.5835 5.5145
C3 0.7809 -0.2705 3.9482
C4 0.4295 -1.5374 2.9690
C5 1.4832 -1.7863 1.7406
C6 1.8399 -0.4759 0.8339
C7 0.7831 -0.1353 -0.3690
C8 -0.8095 -0.3286 0.0432
Cl1 -1.3707 -2.0807 -0.1772
C9 -1.8119 0.6387 -0.8830
C10 -2.5189 -0.1619 -2.1267
Cl2 -3.0908 1.3553 0.3112
N1 1.0033 -0.8497 -1.6668
C11 1.0776 0.0327 -2.8723
C12 2.5260 0.7413 -3.1692
F1 2.7407 1.9865 -2.3403
C13 1.9711 -1.9857 -1.6243
C14 2.2365 -2.6401 -3.1417
C15 3.3737 -1.7108 -0.7945
C16 4.0371 -3.0608 -0.1227
N2 4.2094 -4.2196 -1.1275
N3 3.2240 -0.5410 0.1541
C17 4.3409 -0.3698 1.1566
C18 5.8233 -0.1582 0.4115
C19 5.9262 1.2465 -0.4350
C20 6.3690 2.4722 0.5740
C21 5.1819 3.6018 0.5199
C22 5.3959 4.4822 -0.8503
C23 4.0486 5.2986 -1.3265
C24 3.1982 5.9832 -0.0997
C25 1.6465 5.3682 -0.0553
C26 0.5738 6.6105 0.1483
C27 -0.5102 6.2976 1.3447
C28 -1.4691 4.9777 0.9770
H1 -0.5484 -0.5665 7.9570
H2 0.0834 0.6308 3.5926
H3 1.8885 0.1042 3.9032
H4 -0.7009 -1.5210 2.5852
H5 0.4894 -2.5109 3.6579
H6 1.0861 -2.7224 1.1208
H7 2.4953 -2.1701 2.2432
H8 1.8966 0.5041 1.5134
H9 0.9037 1.0321 -0.5897
H10 -0.9112 0.0936 1.1376
H11 -1.1910 1.5918 -1.2453
H12 -1.6807 -0.6560 -2.7766
H13 -3.0267 0.6694 -2.8147
H14 -3.3823 -0.8808 -1.7991
H15 0.3142 0.9325 -2.6835
H16 0.6819 -0.4623 -3.8846
H17 2.4654 1.1490 -4.2902
H18 3.4482 0.0168 -3.1521
H19 1.4338 -2.8708 -1.0280
H20 1.2571 -2.5827 -3.8221
H21 2.4983 -3.7950 -3.0895
H22 3.1287 -2.1008 -3.7044
H23 4.1599 -1.3576 -1.6213
H24 5.1423 -2.8872 0.2954
H25 3.4311 -3.5160 0.7681
H26 4.7777 -3.8127 -1.9022
H27 4.8354 -4.9326 -0.6668
H28 3.2467 0.3305 -0.4578
H29 4.4355 -1.2208 1.9536
H30 4.1506 0.6591 1.7305
H31 6.0904 -1.0253 -0.3280
H32 6.6518 -0.1073 1.2595
H33 4.9815 1.4864 -1.0991
H34 6.8300 1.1244 -1.2053
H35 7.4353 2.8929 0.2504
H36 6.4232 2.0422 1.6695
H37 4.1559 3.0371 0.4133
H38 5.1534 4.2809 1.4727
H39 5.7215 3.7691 -1.7356
H40 6.2679 5.2450 -0.6323
H41 4.4250 6.1727 -2.0350
H42 3.3445 4.6003 -1.9772
H43 3.7196 5.9421 0.9478
H44 3.0762 7.1285 -0.3714
H45 1.5061 4.6381 0.8628
H46 1.3759 4.7798 -1.0469
H47 1.0994 7.6382 0.3943
H48 0.0148 6.7397 -0.8952
H49 0.1004 6.1051 2.3518
H50 -1.1963 7.2557 1.5313
H51 -2.0918 4.7697 1.9486
H52 -0.8141 4.0364 0.7004
H53 -2.2119 5.2925 0.1081
C29 -8.1579 -2.0038 0.3711
C30 -7.3167 -0.7679 0.6867
C31 -5.8853 -1.0613 0.2406
S1 -6.0104 -2.2359 -1.0996
O1 -5.4168 -3.4858 -0.6736
O2 -5.6405 -1.5848 -2.3405
C32 -7.7835 -2.4063 -1.0475
H54 -9.2288 -1.8001 0.4617
H55 -7.9058 -2.8108 1.0695
H56 -7.7080 0.0917 0.1291
H57 -7.3544 -0.5136 1.7506
H58 -5.3812 -0.1585 -0.1135
H59 -5.3028 -1.5230 1.0426
H60 -8.0678 -3.4310 -1.2926
H61 -8.2080 -1.7120 -1.7789
C33 -8.5411 1.5590 -6.0221
C34 -7.2235 0.9705 -5.5200
C35 -7.3093 0.8870 -3.9970
S2 -9.0426 0.7064 -3.6033
O3 -9.4783 1.8881 -2.8893
O4 -9.2813 -0.6332 -3.1045
C36 -9.6372 0.8088 -5.2801
H62 -8.6456 1.4546 -7.1060
H63 -8.5857 2.6271 -5.7783
H64 -7.0904 -0.0349 -5.9377
H65 -6.3654 1.5726 -5.8347
H66 -6.7573 0.0269 -3.6095
H67 -6.9484 1.8049 -3.5248
H68 -10.6005 1.3210 -5.3044
H69 -9.7429 -0.2116 -5.6605
C37 3.7303 -5.7702 6.2314
C38 3.4684 -6.7309 5.0724
C39 2.4756 -6.0526 4.1299
S3 2.7232 -4.2941 4.3247
O5 1.5272 -3.7223 4.9069
O6 3.3307 -3.7619 3.1213
C40 3.9690 -4.4098 5.5935
H70 4.5855 -6.0864 6.8357
H71 2.8501 -5.7298 6.8841
H72 4.4078 -6.9256 4.5408
H73 3.0846 -7.6938 5.4238
H74 2.6548 -6.3315 3.0884
H75 1.4424 -6.2819 4.4045
H76 3.8647 -3.5815 6.2964
H77 4.9478 -4.3697 5.1061

Results
charge: +1
DFT total energy: -4400.01064 hartree
lowest unoccupied orbital energy: -0.070 Ha
spin multiplicity: 1
HOMO level: -11.0 eV

Mulliken population analysis, charges in e, atoms 1 to 8:
1. C -0.712
2. C -0.282
3. C 0.093
4. C -0.490
5. C 0.561
6. C -0.286
7. C -1.683
8. C -0.387

***

Computed, not measured: C40H79Br3F9N9O15 as an isolated structure at a distorted geometry, with ωB97M-V/def2-TZVPD.

Geometry (Å):
C1 -3.6888 0.5639 4.7920
C2 -3.1164 1.8176 5.4134
O1 -1.9373 2.1365 5.2680
N1 -3.9293 2.5250 6.2107
C3 -3.6171 3.7650 6.8954
H1 -4.6468 0.2755 5.2300
H2 -2.9773 -0.2440 4.9523
H3 -3.8728 0.6498 3.7236
H4 -4.7954 2.0870 6.4810
H5 -3.3851 3.5788 7.9474
H6 -4.4599 4.4495 6.8623
H7 -2.7039 4.1559 6.4543
C4 -2.1684 1.5869 -1.4080
C5 -3.3941 0.6971 -1.3197
O2 -3.8652 0.2999 -0.2599
N2 -3.9685 0.4729 -2.5234
C6 -5.1519 -0.3405 -2.7421
H8 -2.4933 2.6237 -1.4829
H9 -1.5985 1.3003 -2.2944
H10 -1.5441 1.3984 -0.5357
H11 -3.4565 0.7142 -3.3635
H12 -6.0176 0.2728 -2.9978
H13 -5.3889 -0.9583 -1.8796
H14 -4.9607 -1.0031 -3.5854
C7 -1.8588 -1.8174 -3.7653
C8 -1.7404 -0.4857 -4.4986
O3 -2.7731 -0.0179 -5.0068
N3 -0.5873 0.1821 -4.5133
C9 -0.3823 1.5227 -5.0219
H15 -2.8536 -1.9132 -3.3359
H16 -1.1024 -1.8860 -2.9883
H17 -1.8286 -2.5659 -4.5586
H18 0.2156 -0.2980 -4.1123
H19 0.2769 2.0310 -4.3213
H20 -1.3247 2.0640 -5.0741
H21 0.0517 1.5771 -6.0208
C10 3.9776 -2.5204 1.8487
C11 4.6843 -1.8273 0.7139
O4 4.6340 -2.2578 -0.4381
N4 5.2818 -0.6711 1.0498
C12 6.0767 0.0892 0.1130
H22 3.0825 -2.9755 1.4467
H23 3.7770 -1.7995 2.6442
H24 4.6123 -3.2902 2.2943
H25 5.0892 -0.2708 1.9621
H26 7.0725 0.3541 0.4776
H27 5.6241 1.0766 -0.0312
H28 6.1724 -0.3996 -0.8502
C13 2.1161 -6.8302 3.1864
C14 2.8744 -5.5822 3.5807
O5 4.0784 -5.6230 3.8350
N5 2.2515 -4.3899 3.6580
C15 0.9076 -4.0764 3.2131
H29 2.8348 -7.6388 3.2768
H30 1.6525 -6.7807 2.2022
H31 1.2849 -7.0313 3.8676
H32 2.8577 -3.6292 3.9126
H33 0.8952 -3.6296 2.2138
H34 0.5103 -3.2798 3.8427
H35 0.2505 -4.9419 3.2251
C16 2.5729 1.3667 3.6316
C17 3.9535 1.2183 4.2284
O6 4.7896 0.5231 3.6589
N6 4.2330 1.9254 5.3395
C18 5.4620 1.9460 6.0723
H36 2.6081 1.9260 2.6986
H37 1.8939 1.8543 4.3360
H38 2.1385 0.3901 3.4187
H39 3.5251 2.5943 5.5902
H40 6.3281 1.9205 5.4093
H41 5.5945 1.1242 6.7818
H42 5.5723 2.8336 6.6947
C19 -1.2079 0.1035 2.4541
C20 -0.0975 -0.6624 1.7879
O7 0.9378 -0.9302 2.3786
N7 -0.3199 -1.0321 0.5021
C21 0.7453 -1.6172 -0.2864
H43 -2.1606 -0.4250 2.4193
H44 -1.3209 1.0984 2.0334
H45 -1.0203 0.2122 3.5219
H46 -1.1400 -0.7572 -0.0125
H47 1.7135 -1.1251 -0.1878
H48 0.4837 -1.7624 -1.3327
H49 0.9914 -2.6456 0.0038
C22 -2.4471 -3.9511 -1.0271
C23 -3.8350 -3.4176 -0.7180
O8 -4.7138 -3.6930 -1.5236
N8 -3.9711 -2.6447 0.3577
C24 -5.2129 -2.1763 0.9107
H50 -2.2840 -3.8869 -2.0967
H51 -2.5915 -5.0182 -0.8237
H52 -1.5859 -3.6318 -0.4410
H53 -3.1399 -2.3647 0.8482
H54 -6.0669 -2.0282 0.2541
H55 -5.0651 -1.1610 1.2864
H56 -5.5028 -2.8088 1.7540
C25 3.2147 -3.4744 -3.9793
C26 2.0481 -2.6689 -4.4700
O9 1.3990 -1.9604 -3.7127
N9 1.8030 -2.8691 -5.7927
C27 0.6795 -2.2672 -6.5031
H57 4.1626 -3.0538 -4.3170
H58 3.1506 -4.4776 -4.4021
H59 3.1756 -3.5158 -2.8928
H60 2.4099 -3.4425 -6.3453
H61 -0.2452 -2.3971 -5.9461
H62 0.5716 -2.6995 -7.4939
H63 0.8937 -1.2013 -6.6151
C28 -6.3702 4.7535 -2.2125
C29 -5.6031 3.4547 -1.9590
O10 -5.4928 3.1184 -0.5907
C30 -4.6951 3.7905 0.2053
O11 -4.0493 4.7439 -0.1235
C31 -4.5620 3.1338 1.5984
F1 -5.4338 2.1667 1.8258
F2 -3.3322 2.6172 1.6741
F3 -4.6821 4.0853 2.5239
H64 -7.2958 4.8475 -1.6450
H65 -6.6383 4.8672 -3.2633
H66 -5.7043 5.5818 -1.9715
H67 -4.6139 3.5938 -2.4014
H68 -6.0820 2.6359 -2.4894
C32 0.1094 3.2407 1.4857
C33 -0.7295 4.2840 0.8017
O12 0.1000 5.0277 -0.0946
C34 0.0385 6.3434 -0.1264
O13 -0.6144 7.0322 0.5881
C35 1.0670 6.9698 -1.1100
F4 0.4419 7.2486 -2.2641
F5 1.5231 8.1076 -0.5831
F6 2.1116 6.1780 -1.3512
H69 1.0053 3.6960 1.9213
H70 0.3409 2.4255 0.8032
H71 -0.3341 2.8384 2.4008
H72 -1.2524 4.9341 1.5000
H73 -1.4310 3.7269 0.1807
C36 5.8257 -0.3601 -3.6805
C37 5.4326 1.0297 -3.2326
O14 4.0366 1.0218 -2.9399
C38 3.5734 1.8517 -2.0251
O15 4.2335 2.6496 -1.4262
C39 2.0536 1.6732 -1.7230
F7 1.9352 1.4693 -0.4269
F8 1.4120 2.7758 -2.0858
F9 1.5734 0.6491 -2.4189
H74 5.5158 -0.5353 -4.7127
H75 5.3840 -1.0864 -2.9974
H76 6.9059 -0.5060 -3.7049
H77 5.5893 1.7416 -4.0459
H78 6.0670 1.3681 -2.4148
C40 1.5009 -6.4742 -1.6995
Br1 2.0770 -5.3707 -0.2171
Br2 3.0689 -6.9942 -2.7324
Br3 0.2277 -5.5209 -2.8643
H79 1.0892 -7.3870 -1.2939

Results
DFT total energy: -11813.99330 hartree
lowest unoccupied orbital energy: -0.009 Ha
spin multiplicity: 1
HOMO level: -8.9 eV

Mulliken population analysis, charges in e, atoms 1 to 8:
1. C -0.609
2. C 0.768
3. O -0.649
4. N -0.249
5. C -0.899
6. H 0.451
7. H 0.274
8. H -0.141

***

Number 1: molecular weight 694.05 g/mol. Number 2: molecular weight 882.18 g/mol. Number 3: molecular weight 1336.81 g/mol.